A molecular structure, C28H38BaN4P2 at a distorted geometry. Source: OMol25; level of theory: ωB97M-V/def2-TZVPD.

Computed properties:
**E**: -2016.6418 a.u.
**HOMO-LUMO gap**: 4.85 eV

```
73
Properties=species:S:1:pos:R:3:forces:R:3
Ba -0.44876 -2.83725 2.01260 0.24 -0.12 2.67
C -0.66929 2.73700 5.01122 -0.03 0.86 0.55
C -1.04516 1.83527 4.10984 -1.59 0.90 -0.62
C -0.71564 1.95945 2.61085 -0.46 -0.42 0.43
C 0.60074 1.26218 2.19823 -0.18 0.44 -1.13
C 1.82929 1.51405 2.99634 0.35 1.49 1.82
C 1.93228 2.58959 3.82325 0.12 -0.83 -1.76
C 1.19181 3.88045 3.60302 -0.12 -0.51 0.48
C 0.26873 3.93085 4.82910 -0.36 0.21 -0.48
C 1.28611 -3.06531 4.38849 0.19 0.38 -1.79
H -1.09123 2.73014 6.02783 0.06 -0.35 -0.48
H -1.95326 1.20037 4.33252 1.55 0.27 0.02
H -0.76786 2.99836 2.21381 0.02 -0.78 0.56
H -1.56542 1.45496 2.12370 0.54 0.04 0.15
H 0.43934 0.18593 2.23299 -0.07 -0.33 0.04
H 0.79168 1.51079 1.15695 -0.10 -0.12 -0.53
H 2.60259 0.75188 3.00083 -0.39 -0.36 0.53
H 2.44059 2.56707 4.78200 0.99 -0.08 -0.47
H 0.71570 3.94064 2.60705 0.28 0.02 0.79
H 1.90792 4.72074 3.65377 -0.20 -0.35 0.05
H 0.94245 3.93857 5.68686 -0.06 0.15 0.22
H -0.26219 4.89465 4.84398 -0.26 -0.35 0.22
H 1.31729 -3.11902 5.47292 -0.60 0.03 0.21
H 1.53193 -1.99432 4.12379 0.03 -0.37 0.24
H 2.17608 -3.63723 4.09009 0.26 0.03 -0.19
P 1.41035 -1.46774 -1.42900 3.31 1.73 -4.34
P -1.96954 -0.90689 -1.29913 -1.87 3.08 -3.36
N 2.71981 -0.17417 -1.64520 -0.49 0.09 1.08
N 2.18315 -2.55284 -2.66813 -0.37 -0.81 0.85
N -2.08805 0.91734 -1.63439 0.75 -0.19 1.63
N -3.55210 -1.26383 -2.01870 -0.46 -0.86 -0.43
C 0.41658 -0.61778 -2.75336 -1.25 0.53 0.03
C -1.04916 -1.07809 -2.87228 0.91 -0.61 -0.06
C 3.57403 0.30090 -0.64941 0.60 0.59 -0.96
C 4.56000 1.09866 -1.23399 -1.02 -1.07 -0.15
C 4.30956 1.09745 -2.65553 -0.75 -0.26 1.01
C 3.14427 0.38685 -2.85221 0.45 0.04 0.47
C 2.50717 -3.86983 -2.32342 -0.13 0.07 -1.56
C 2.88192 -4.55667 -3.47437 -0.19 1.03 0.57
C 2.85231 -3.61048 -4.56833 -0.31 0.24 1.41
C 2.41709 -2.40394 -4.04436 -0.10 -0.89 0.05
C -1.93374 1.72657 -0.51326 0.01 0.81 -0.78
C -1.79223 3.05840 -0.90556 -0.31 -1.27 0.42
C -1.90763 3.08376 -2.32783 0.34 -0.81 0.14
C -1.99264 1.76371 -2.74867 -0.30 0.00 -0.16
C -4.25517 -0.50962 -2.98147 -0.42 -0.69 0.50
C -5.37143 -1.21752 -3.39161 1.11 -0.31 0.67
C -5.33199 -2.49738 -2.72405 0.89 0.47 0.07
C -4.18686 -2.52139 -1.94460 -0.59 1.00 -0.15
H 0.79287 -0.73071 -3.77935 0.29 -0.16 0.80
H 0.50349 0.46809 -2.54995 -0.46 -0.48 0.14
H -1.49068 -0.48917 -3.70502 -0.16 -0.72 0.76
H -1.09666 -2.15245 -3.11950 0.11 0.27 -0.23
H 3.34852 0.11663 0.38536 0.17 -0.21 0.14
H 5.35110 1.62217 -0.71989 -0.06 -0.11 0.02
H 4.90920 1.57681 -3.41600 -0.24 0.09 0.06
H 2.50692 0.35961 -3.71196 0.30 -0.25 -0.24
H 2.39180 -4.17340 -1.29649 0.10 -0.20 -0.01
H 3.12611 -5.60567 -3.52807 0.13 0.08 0.02
H 3.14699 -3.79756 -5.59457 -0.16 0.09 0.22
H 2.20774 -1.49132 -4.58532 0.30 -0.30 0.22
H -1.95545 1.24367 0.45201 0.02 0.32 -0.19
H -1.59413 3.88122 -0.23241 -0.24 -0.02 -0.15
H -1.93061 3.97714 -2.96032 0.18 -0.60 0.24
H -2.02013 1.37639 -3.76924 -0.12 0.27 0.52
H -3.90646 0.47170 -3.25405 -0.25 -0.08 0.09
H -6.10751 -0.88873 -4.11421 0.13 0.01 0.19
H -6.05980 -3.29217 -2.83152 0.24 0.08 0.05
H -3.76575 -3.29701 -1.32406 -0.17 0.00 0.08
C -2.09855 -2.41571 4.16399 -0.84 -0.23 -1.36
H -2.71878 -3.25547 4.56177 0.33 0.36 -0.38
H -2.82242 -1.74087 3.61163 0.16 -0.19 0.65
H -1.71919 -1.89847 5.04401 0.23 0.22 -0.13
```
Positions in Å, forces in eV/Å.